Density functional theory data (ωB97M-V/def2-TZVPD) for a molecular structure, C22H27BrN3O2PbS.

CARTESIAN COORDINATES (ANGSTROEM)
Pb1 2.7559 -1.4057 0.7731
N1 5.6057 -0.0280 4.0587
C1 4.9181 -0.0969 2.9199
S1 3.1880 -0.0727 3.0365
N2 5.6741 -0.1179 1.8145
N3 5.0147 -0.2825 0.6794
C2 5.7437 -0.0620 -0.3980
C3 5.2838 -0.1163 -1.7256
C4 6.2638 0.0370 -2.7459
C5 5.9333 0.0196 -4.0629
C6 4.5700 -0.1347 -4.4503
C7 3.5900 -0.2594 -3.5232
C8 3.8839 -0.2454 -2.1187
O1 2.9231 -0.3120 -1.2962
H1 5.1278 0.0654 4.9375
H2 6.6119 0.0136 4.0254
H3 6.7864 0.2031 -0.2360
H4 7.2975 0.1590 -2.4481
H5 6.6991 0.1228 -4.8184
H6 4.3179 -0.1463 -5.5026
H7 2.5501 -0.3646 -3.8003
C9 -5.4917 -0.7612 -0.9323
C10 -4.9324 -1.4074 0.3482
C11 -5.2820 -2.8951 0.3426
C12 -5.5800 -0.7516 1.5812
C13 -3.4365 -1.1643 0.3994
C14 -2.5038 -2.2219 0.4075
C15 -1.1752 -1.9475 0.4772
Br1 0.0411 -3.3937 0.4893
C16 -0.6488 -0.5953 0.5588
O2 0.5714 -0.3551 0.7065
C17 -1.6219 0.4935 0.4788
C18 -2.9489 0.1545 0.4252
C19 -1.2491 1.9804 0.4650
C20 -1.8468 2.6374 1.7223
C21 -1.8711 2.6184 -0.7917
C22 0.2499 2.3022 0.4381
H8 -6.5607 -0.9655 -1.0018
H9 -5.0087 -1.1679 -1.8220
H10 -5.3575 0.3206 -0.9330
H11 -6.3659 -3.0050 0.3232
H12 -4.9163 -3.4018 1.2375
H13 -4.8857 -3.4033 -0.5384
H14 -6.6521 -0.9510 1.5737
H15 -5.4419 0.3295 1.5871
H16 -5.1650 -1.1562 2.5055
H17 -2.8318 -3.2492 0.3634
H18 -3.6753 0.9540 0.3948
H19 -2.9305 2.5295 1.7694
H20 -1.6151 3.7032 1.7159
H21 -1.4198 2.2025 2.6274
H22 -2.9547 2.5109 -0.8259
H23 -1.4547 2.1744 -1.6975
H24 -1.6425 3.6845 -0.8006
H25 0.7600 1.9804 1.3436
H26 0.3514 3.3859 0.3610
H27 0.7539 1.8551 -0.4182

Force components x, y, z for each atom (eV/Å):
0.2 -0.2 -0.3
0.0 0.0 0.0
-0.3 0.0 0.2
0.1 0.1 -0.1
0.1 0.0 -0.2
-0.2 0.2 0.3
0.0 -0.1 -0.3
-0.1 0.0 0.2
0.0 0.0 -0.2
0.0 0.0 0.1
0.0 0.0 0.0
0.0 0.0 0.0
0.1 0.0 -0.1
-0.1 0.0 0.2
0.0 0.0 0.0
0.0 0.0 0.0
0.0 -0.1 0.0
0.0 0.0 0.0
0.0 0.0 0.0
0.0 0.0 0.0
0.0 0.0 0.0
0.0 0.0 0.0
0.0 0.0 0.0
0.0 0.0 0.0
0.0 0.0 0.0
0.1 0.0 0.0
-0.1 0.1 0.0
0.2 -0.1 0.0
-0.2 0.1 0.0
-0.1 0.2 0.0
0.1 -0.3 0.0
0.0 0.0 0.0
0.0 0.0 0.0
0.0 0.0 0.0
0.0 0.0 0.0
0.0 0.0 0.0
0.0 0.0 0.0
0.0 0.0 0.0
0.0 0.0 0.0
0.0 0.0 0.0
0.0 0.0 0.0
0.0 0.0 0.0
0.0 0.0 0.0
0.0 0.0 0.0
0.0 0.0 0.0
0.0 0.0 0.0
0.0 0.0 0.0
0.0 0.0 0.0
0.0 0.0 0.0
0.0 0.0 0.0
0.0 0.0 0.0
0.0 0.0 0.0
0.0 0.0 0.0
0.0 0.0 0.0
0.0 0.0 0.0
0.0 0.0 0.0
0.0 0.0 0.0

Values from the calculation:
Charge: +1
F_max, eV/A: 0.4
LUMO level (alpha / beta), eV: -5.07 / -5.22
Energy relative to the best compared isomer or geometry (same formula, charge and spin), eV: 0.060
Highest occupied orbital energy (alpha / beta), hartree: -0.3939 / -0.4070
Kohn-Sham gap (alpha / beta), eV: 5.6 / 5.9

Density functional theory data (ωB97M-V/def2-TZVPD) for C7H12N4O in the gas phase at a distorted geometry.

CARTESIAN COORDINATES (ANGSTROEM)
C1 -1.9034 0.2834 -0.1680
C2 0.1730 -0.5177 -0.1274
C3 -2.4712 -0.9815 0.0063
C4 1.5721 1.2267 -1.2486
C5 2.5362 -0.8443 -0.0632
C6 1.3180 0.9591 1.2913
C7 1.4054 0.2589 -0.0446
N1 -0.1241 -1.6744 0.1801
N2 -2.0661 1.5144 -0.1999
N3 -1.4267 -1.9932 0.1831
N4 -3.6860 -1.2713 -0.1567
O1 -3.2838 2.1301 0.0599
H1 2.5953 1.6618 -1.4233
H2 1.4491 0.7652 -2.0980
H3 0.9468 2.1226 -1.0812
H4 3.4766 -0.3098 -0.5095
H5 2.7835 -1.2365 0.9456
H6 2.3278 -1.5614 -0.7305
H7 2.3527 1.3493 1.6246
H8 0.5908 1.8293 1.3350
H9 1.0582 0.1155 1.9755
H10 -1.6755 -3.0149 0.1549
H11 -3.9499 1.4350 0.3151
H12 -3.9989 -2.2462 -0.2203

Force components x, y, z for each atom (eV/Å):
4.5 0.3 0.1
-4.0 1.6 -0.5
0.8 -3.4 -0.2
1.5 3.1 4.6
2.6 4.5 1.7
1.3 0.7 1.5
1.3 -0.1 -0.9
0.4 -0.6 -0.3
0.0 0.8 0.0
-2.3 -0.8 0.2
-1.5 0.4 -0.1
-0.7 -1.4 0.3
-0.5 -0.6 1.1
-1.6 -2.5 -4.7
-0.2 -0.7 -0.5
-1.4 -0.9 1.1
-0.3 0.2 -0.7
-0.9 -2.9 -2.2
-1.5 -0.5 -0.6
0.7 -1.3 -0.1
0.0 1.2 0.1
0.5 1.9 0.1
0.7 0.6 -0.4
0.7 0.3 0.2

Values from the calculation:
Charge: 0
F_max, eV/A: 5.8
LUMO level, eV: 0.11
Energy relative to the best compared isomer or geometry (same formula, charge and spin), eV: 6.148
Highest occupied orbital energy, hartree: -0.3114
Kohn-Sham gap, eV: 8.6

Density functional theory data (ωB97M-V/def2-TZVPD) for C4H3N3 in the gas phase at a distorted geometry.

CARTESIAN COORDINATES (ANGSTROEM)
C1 2.3321 -0.2475 0.0064
C2 1.5526 -0.3868 1.0112
C3 0.2805 -0.2002 0.5357
C4 -0.0783 0.9336 -0.3625
N1 -1.3923 0.5868 -0.8900
N2 -1.7513 -0.5103 -0.4394
N3 -0.7823 -1.0122 0.4410
H1 0.7517 0.8546 -1.0934
H2 -0.0438 1.9499 0.0336
H3 -0.8689 -1.9678 0.7574

Force components x, y, z for each atom (eV/Å):
0.4 -0.5 1.0
0.4 0.0 -0.6
-0.3 0.0 -0.4
-0.1 0.0 0.0
0.0 -0.3 0.1
0.0 0.4 -0.2
0.4 0.0 0.2
-0.6 0.3 -0.3
-0.1 -0.2 0.1
0.0 0.2 0.0

Values from the calculation:
Charge: 0
F_max, eV/A: 1.2
LUMO level, eV: -0.42
Energy relative to the best compared isomer or geometry (same formula, charge and spin), eV: 5.835
Highest occupied orbital energy, hartree: -0.3604
Kohn-Sham gap, eV: 9.4

Density functional theory data (ωB97M-V/def2-TZVPD) for 2 unconnected molecules or ions with the total composition C10H12N2OP at a distorted geometry.

CARTESIAN COORDINATES (ANGSTROEM)
C1 -4.1479 2.2886 2.7887
C2 -4.6336 2.1421 1.5035
C3 -3.2174 1.4088 3.3179
C4 -4.1049 1.1649 0.6625
C5 -2.6587 0.4213 2.5212
C6 3.0577 -0.2768 -1.6164
C7 1.7395 -0.0535 -1.2755
C8 2.0109 -2.2283 -1.3421
C9 -3.1679 0.3081 1.2118
C10 4.4428 -2.2650 -1.7524
N1 3.1994 -1.6318 -1.5934
N2 1.1308 -1.2829 -1.1398
O1 -2.7455 -0.6305 0.2396
P1 -1.8593 -1.9356 0.1521
H1 -4.4507 3.1122 3.4826
H2 -5.3905 2.8105 1.0174
H3 -3.0930 1.6136 4.3722
H4 -4.7336 1.0175 -0.2388
H5 -1.9251 -0.3021 2.9053
H6 3.9084 0.3931 -1.5810
H7 1.1669 0.7809 -1.1748
H8 1.7415 -3.2132 -1.3381
H9 4.4793 -3.2097 -1.1533
H10 4.6993 -2.4321 -2.9018
H11 5.1676 -1.5592 -1.4109
H12 -2.4001 -2.0645 -1.1450

Force components x, y, z for each atom (eV/Å):
-0.5 1.2 0.6
-0.3 1.0 -1.0
-0.4 0.3 -0.2
-1.8 0.1 0.8
-0.1 -0.8 -0.4
-1.1 0.4 1.3
1.4 -3.1 -0.7
0.5 3.7 0.0
0.6 0.4 -0.3
1.6 -1.7 -2.4
-0.6 -0.5 -0.2
-1.8 0.5 0.4
0.4 -0.7 0.8
-0.3 1.3 -0.3
-0.1 -0.8 -1.0
0.7 -0.6 1.0
1.0 -0.7 0.0
1.4 -0.3 0.2
-0.3 0.4 -0.2
-0.2 -0.2 -0.4
-1.1 2.3 0.3
0.1 -2.5 0.0
0.1 0.8 -0.8
-0.6 0.0 2.4
0.8 0.1 0.4
0.6 -0.6 -0.3

Values from the calculation:
Charge: +1
F_max, eV/A: 3.8
LUMO level, eV: -6.24
Energy relative to the best compared isomer or geometry (same formula, charge and spin), eV: 1.013
Highest occupied orbital energy, hartree: -0.4365
Kohn-Sham gap, eV: 5.6